1) This record from the Open Molecules 2025 dataset describes a 2-piece molecular cluster, C3H12NO2 overall. The level of theory is ωB97M-V/def2-TZVPD.

Properties
Total charge   +1
HOMO   -14.811 eV
Gap between HOMO and LUMO   11.52 eV
LUMO   -0.1209 hartree

Last column: Löwdin charge in e.
Cartesian coordinates (Å):
C: -0.66 0.80 0.33  -0.142
C: -0.15 -0.02 1.53  -0.168
C: 0.87 -1.09 1.18  -0.159
O: 1.92 -0.46 0.29  -0.138
N: 0.31 1.18 -0.78  0.167
H: -0.90 1.69 0.83  0.090
H: -1.64 0.52 -0.28  0.142
H: 0.27 0.80 2.27  0.149
H: -0.90 -0.41 2.25  0.135
H: 1.48 -1.60 2.06  0.174
H: 0.37 -1.77 0.57  0.093
H: 2.55 0.16 0.71  0.114
H: 0.53 2.20 -0.73  0.180
H: -0.11 0.97 -1.79  0.216
H: 1.12 0.63 -0.86  0.076
H: -2.88 -0.65 -1.81  0.019
H: -1.70 -1.29 -2.37  0.046
O: -2.01 -0.50 -2.00  0.008



2) This record from the Open Molecules 2025 dataset describes a 3-piece molecular cluster, C3H12NO2 overall. The level of theory is ωB97M-V/def2-TZVPD.

Properties
Total charge   +1
HOMO   -14.200 eV
Gap between HOMO and LUMO   11.18 eV
LUMO   -0.1109 hartree

Last column: Löwdin charge in e.
Cartesian coordinates (Å):
C: 0.03 1.93 -0.46  -0.034
C: -0.22 0.62 -1.12  -0.318
C: -0.29 0.39 -2.41  0.102
N: -0.19 -0.58 -0.22  0.206
H: 0.38 1.96 0.57  0.068
H: 0.67 2.53 -1.11  0.100
H: -0.84 2.59 -0.39  0.096
H: -0.15 -0.61 -2.81  0.082
H: -0.34 1.18 -3.15  0.092
H: 0.50 -0.50 0.55  0.109
H: -0.08 -1.43 -0.78  0.167
H: -1.10 -0.58 0.25  0.140
H: 2.47 -0.35 1.88  0.054
H: 2.45 1.14 1.37  0.094
O: 1.94 0.30 1.44  -0.043
H: -1.64 -3.08 1.72  0.058
H: -1.80 -1.77 2.47  0.065
O: -1.43 -2.15 1.66  -0.038



Most stable = 2)



1) This record from the Open Molecules 2025 dataset describes a 3-piece molecular cluster, C3H12NO2 overall. The level of theory is ωB97M-V/def2-TZVPD.

Properties
Total charge   +1
HOMO   -15.649 eV
Gap between HOMO and LUMO   11.29 eV
LUMO   -0.1601 hartree

Last column: Löwdin charge in e.
Cartesian coordinates (Å):
C: 2.39 0.75 0.20  -0.061
C: 0.90 1.15 0.12  -0.165
C: 0.20 -0.50 1.71  0.141
N: 0.05 0.03 0.57  0.027
H: 2.76 1.06 1.18  0.078
H: 2.57 -0.31 0.16  0.069
H: 2.98 1.16 -0.66  0.102
H: 0.79 2.02 0.76  0.129
H: 0.51 1.36 -0.89  0.102
H: -0.34 -1.33 2.18  0.119
H: 0.87 -0.08 2.48  0.133
H: -0.48 -0.58 -0.12  0.128
H: -1.88 0.24 -2.84  0.066
H: -0.78 1.00 -2.96  0.072
O: -1.15 0.46 -2.23  -0.074
H: -1.52 -2.50 0.16  0.086
H: -2.67 -1.40 -0.19  0.084
O: -1.85 -1.60 0.27  -0.037



2) This record from the Open Molecules 2025 dataset describes a 3-piece molecular cluster, C3H12NO2 overall. The level of theory is ωB97M-V/def2-TZVPD.

Properties
Total charge   +1
HOMO   -12.758 eV
Gap between HOMO and LUMO   7.40 eV
LUMO   -0.1969 hartree

Last column: Löwdin charge in e.
Cartesian coordinates (Å):
C: 2.48 -0.09 0.61  -0.060
C: 1.30 0.28 -0.30  -0.238
C: 0.64 -0.52 -1.20  0.079
N: 0.50 1.40 0.51  0.226
H: 3.32 0.64 0.46  0.101
H: 2.29 -0.16 1.74  0.098
H: 2.93 -1.07 0.30  0.097
H: 0.48 0.02 -2.18  0.094
H: -0.03 -1.40 -1.10  0.085
H: 1.00 2.30 0.28  0.190
H: 0.51 1.31 1.52  0.156
H: -0.44 1.58 0.33  0.065
H: -2.26 -0.23 -0.27  0.006
H: -3.07 1.31 -0.10  0.112
O: -2.20 0.77 -0.14  -0.133
H: -1.88 -2.59 0.06  0.127
H: -3.19 -1.66 -0.07  0.039
O: -2.37 -1.88 -0.47  -0.044



3) This record from the Open Molecules 2025 dataset describes a 3-piece molecular cluster, C3H12NO2 overall. The level of theory is ωB97M-V/def2-TZVPD.

Properties
Total charge   +1
HOMO   -14.641 eV
Gap between HOMO and LUMO   11.27 eV
LUMO   -0.1239 hartree

Last column: Löwdin charge in e.
Cartesian coordinates (Å):
C: -0.98 -2.49 -0.51  -0.028
C: -0.76 -1.06 -0.85  -0.336
C: -0.50 -0.52 -2.02  0.117
N: -0.56 -0.18 0.33  0.203
H: -0.17 -2.89 0.12  0.100
H: -1.89 -2.66 0.07  0.092
H: -1.11 -3.07 -1.42  0.100
H: -0.01 0.43 -2.17  0.087
H: -0.76 -1.06 -2.92  0.091
H: 0.33 -0.31 0.83  0.166
H: -1.23 -0.24 1.09  0.171
H: -0.56 0.82 0.08  0.142
H: 0.68 2.15 1.53  0.001
H: -0.09 2.37 2.80  0.068
O: -0.20 1.97 1.93  -0.065
H: 2.78 1.47 0.37  0.057
H: 2.73 3.01 0.14  0.072
O: 2.31 2.27 0.60  -0.037



Most stable = 3)



1) This record from the Open Molecules 2025 dataset describes a 3-piece molecular cluster, C3H12NO2 overall. The level of theory is ωB97M-V/def2-TZVPD.

Properties
Total charge   +1
HOMO   -14.336 eV
Gap between HOMO and LUMO   11.07 eV
LUMO   -0.1201 hartree

Last column: Löwdin charge in e.
Cartesian coordinates (Å):
C: -2.46 -0.28 1.55  -0.036
C: -1.30 -0.39 0.55  -0.324
C: -0.41 -1.42 0.41  0.127
N: -1.60 0.64 -0.47  0.164
H: -2.28 0.56 2.33  0.129
H: -3.40 -0.03 1.00  0.093
H: -2.63 -1.21 2.00  0.054
H: 0.25 -1.49 -0.43  0.068
H: -0.50 -2.08 1.26  0.088
H: -2.27 1.44 -0.24  0.202
H: -2.11 0.20 -1.24  0.167
H: -0.63 0.99 -0.76  0.102
H: 1.38 1.39 -1.87  0.129
H: 1.75 0.84 -0.55  0.068
O: 0.95 1.05 -1.03  -0.045
H: 4.90 -0.84 -1.03  0.043
H: 5.61 0.57 -0.81  0.062
O: 4.77 0.06 -0.68  -0.090



2) This record from the Open Molecules 2025 dataset describes a 2-piece molecular cluster, C3H12NO2 overall. The level of theory is ωB97M-V/def2-TZVPD.

Properties
Total charge   +1
HOMO   -14.901 eV
Gap between HOMO and LUMO   11.97 eV
LUMO   -0.1079 hartree

Last column: Löwdin charge in e.
Cartesian coordinates (Å):
O: 2.25 0.06 0.71  -0.040
C: 1.76 0.29 -0.60  -0.218
C: 0.37 0.88 -0.43  -0.115
N: -0.38 0.02 0.52  0.021
C: -1.37 0.84 1.35  0.031
H: 3.17 -0.10 0.73  0.092
H: 2.41 0.98 -1.15  0.137
H: 1.74 -0.63 -1.18  0.124
H: -0.07 0.82 -1.43  0.141
H: 0.32 1.93 -0.17  0.135
H: 0.22 -0.41 1.23  0.167
H: -0.87 -0.73 0.02  0.110
H: -1.02 0.93 2.37  0.107
H: -2.24 0.19 1.45  0.105
H: -1.64 1.78 0.90  0.100
H: -1.22 -1.84 -2.05  0.080
H: -1.83 -2.96 -1.10  0.063
O: -1.59 -2.04 -1.16  -0.040



3) This record from the Open Molecules 2025 dataset describes a 3-piece molecular cluster, C3H12NO2 overall. The level of theory is ωB97M-V/def2-TZVPD.

Properties
Total charge   +1
HOMO   -14.240 eV
Gap between HOMO and LUMO   11.09 eV
LUMO   -0.1158 hartree

Last column: Löwdin charge in e.
Cartesian coordinates (Å):
C: -1.40 -0.14 1.58  -0.002
C: -0.72 -0.64 0.28  -0.363
C: -0.85 -1.84 -0.18  0.092
N: 0.33 0.29 -0.20  0.169
H: -0.60 -0.27 2.39  0.134
H: -2.06 -0.91 1.70  0.042
H: -1.90 0.74 1.59  0.054
H: -0.11 -2.32 -0.75  0.081
H: -1.73 -2.26 0.36  0.107
H: 0.29 0.20 -1.26  0.138
H: 0.47 1.13 0.50  0.144
H: 1.24 -0.11 0.14  0.168
H: 1.35 2.87 1.60  0.058
H: 2.62 2.30 1.29  0.067
O: 1.72 2.21 1.05  0.001
H: -0.13 -0.30 -3.87  0.093
H: 1.21 -0.37 -3.21  0.098
O: 0.25 -0.57 -3.00  -0.082



Most stable = 2)



1) This record from the Open Molecules 2025 dataset describes a 2-piece molecular cluster, Cl2HNS overall. The level of theory is ωB97M-V/def2-TZVPD.

Properties
HOMO   -9.497 eV
Gap between HOMO and LUMO   7.47 eV
Structure (SMILES)   S=NCl.Cl
LUMO   -0.0745 hartree

Last column: Löwdin charge in e.
Cartesian coordinates (Å):
S: -0.76 -0.89 -1.13  0.560
N: -1.58 -0.29 0.06  -0.988
Cl: -1.71 1.43 0.24  0.439
Cl: 2.13 0.40 0.78  0.254
H: 1.93 -0.65 0.05  -0.265



2) This record from the Open Molecules 2025 dataset describes the molecule Cl2HNS. The level of theory is ωB97M-V/def2-TZVPD.

Properties
HOMO (alpha / beta)   -10.219 / -10.221 eV
Gap between HOMO and LUMO (alpha / beta)   8.31 / 8.32 eV
LUMO (alpha / beta)   -0.0700 / -0.0700 hartree

Last column: Löwdin charge in e.
Cartesian coordinates (Å):
N: 0.26 -0.42 -1.12  -0.341
S: 0.34 -0.58 0.33  0.455
Cl: -2.00 -0.34 1.35  -0.207
Cl: 1.04 1.17 1.25  0.115
H: 0.35 0.17 -1.81  -0.022



Most stable = 2)



1) This record from the Open Molecules 2025 dataset describes the molecule C3H5FOS. The level of theory is ωB97M-V/def2-TZVPD.

Properties
HOMO   -9.358 eV
Gap between HOMO and LUMO   9.96 eV
Structure (SMILES)   O=C[C@@H](S)CF
LUMO   0.0220 hartree

Last column: Löwdin charge in e.
Cartesian coordinates (Å):
O: 1.95 -1.09 -0.38  0.028
C: 0.86 -1.23 0.15  -0.265
C: -0.04 -0.09 0.61  -0.645
S: 0.43 1.52 -0.07  0.770
C: -1.52 -0.37 0.52  -0.243
F: -1.89 -0.40 -0.82  -0.046
H: 0.39 -2.20 0.30  0.126
H: 0.28 -0.12 1.68  0.127
H: 1.80 1.32 -0.04  -0.097
H: -1.68 -1.32 1.05  0.127
H: -2.12 0.42 0.94  0.117



2) This record from the Open Molecules 2025 dataset describes the molecule C3H5FOS. The level of theory is ωB97M-V/def2-TZVPD.

Properties
HOMO   -9.213 eV
Gap between HOMO and LUMO   9.79 eV
LUMO   0.0214 hartree

Last column: Löwdin charge in e.
Cartesian coordinates (Å):
C: -0.35 -1.41 -1.06  0.043
C: -0.92 -0.51 -0.27  -0.561
C: 0.81 0.85 1.20  -0.072
O: 0.04 1.70 -1.53  -0.554
F: -1.67 -0.73 0.81  0.001
S: -0.66 1.31 -0.28  0.946
H: 0.06 -1.20 -2.07  0.084
H: -0.13 -2.43 -0.84  0.054
H: 1.40 0.26 0.63  -0.009
H: 0.21 0.41 2.10  0.095
H: 1.21 1.76 1.32  -0.027



Most stable = 1)